1.
28
Properties=species:S:1:pos:R:3:lowdin_charge:R:1 method="wB97M-V/def2-TZVPD" e_tot_ha=-507.30614 orbital_gap_ev="8.80 / 6.80" relative_energy_kcal_mol=82.0 total_charge=+1
C 2.83437 -1.58190 -0.05639 0.107
C 1.78916 -1.14427 0.55455 -0.353
C -0.31415 2.17601 0.39057 -0.016
C -1.96860 1.47085 -1.27343 -0.011
C -1.64593 0.07622 0.79740 -0.037
C 1.62719 -0.18425 1.51067 0.130
C 0.03115 -1.37144 -1.09847 -0.107
C -0.88222 0.94939 -0.27605 -0.530
C 0.07138 0.09905 -0.97163 -0.218
N 0.47737 -1.91917 0.14759 0.098
F 0.98849 0.80015 -1.68617 0.104
H 3.74155 -1.00722 0.14048 0.108
H -0.13858 3.02251 -0.16674 0.072
H -0.98697 2.49168 1.17961 0.101
H 0.62175 1.79744 0.82921 0.077
H -2.39478 0.66659 -2.03067 0.142
H -2.70917 1.80410 -0.60719 0.062
H -1.74979 2.36747 -1.79790 0.077
H -2.32023 0.81860 1.29082 0.111
H -2.34184 -0.63034 0.32874 0.101
H -1.13088 -0.38929 1.66605 0.084
H 2.47417 0.20161 2.08897 0.120
H 0.79681 0.00847 2.03095 0.025
H 0.75285 -1.61745 -1.89939 0.158
H -0.85199 -1.91492 -1.32149 0.137
H 0.62014 -2.95386 0.23160 0.213
H -0.30044 -1.56162 0.73368 0.121
H 2.90919 -2.47443 -0.73539 0.121

---

2.
31
Properties=species:S:1:pos:R:3:lowdin_charge:R:1 method="wB97M-V/def2-TZVPD" e_tot_ha=-688.28696 orbital_gap_ev=7.01 relative_energy_kcal_mol=0.0 total_charge=-1
H -2.87671 -1.58723 -1.96153 0.024
N -2.72271 -0.65572 -1.51431 0.062
C -2.20178 -0.96407 -0.32552 -0.335
C -2.04441 -2.55023 0.01099 -0.080
C -1.78660 0.17031 0.75280 -0.097
C -1.22375 1.50360 0.04135 -0.247
N 0.25336 1.44918 -0.22208 -0.057
C 0.56619 0.84564 -1.55455 -0.173
C 1.43128 -0.52281 -1.27648 -0.198
O 1.16130 -0.92378 0.08319 -0.229
C 2.35857 -1.01709 0.87889 -0.256
C 3.18936 0.36173 1.00533 -0.093
C -1.41464 2.68995 1.13963 -0.549
O -1.36127 3.93197 0.82361 -0.123
O -1.63816 2.35992 2.46546 -0.219
H -1.82137 -3.14806 -0.95443 0.073
H -1.28837 -2.74550 0.83693 0.065
H -3.08807 -2.89499 0.36037 0.074
H -1.08912 -0.22251 1.55910 0.112
H -2.78084 0.45101 1.27005 0.126
H -1.76001 1.75211 -0.93941 0.133
H 0.53636 2.44496 -0.28463 0.106
H -0.40144 0.51652 -2.09227 0.098
H 1.18869 1.58105 -2.18036 0.114
H 1.00015 -1.30952 -2.00690 0.114
H 2.53615 -0.40799 -1.53273 0.111
H 2.00633 -1.26719 1.95108 0.120
H 3.04059 -1.90615 0.58597 0.114
H 2.80085 1.19941 0.33693 0.067
H 4.26354 0.14440 0.65888 0.067
H 3.16651 0.72110 2.08464 0.075

---

3.
30
Properties=species:S:1:pos:R:3:lowdin_charge:R:1 method="wB97M-V/def2-TZVPD" e_tot_ha=-1093.40740 orbital_gap_ev="6.87 / 8.05" total_charge=0
C 2.21228 1.86255 3.28773 -0.052
C 1.00797 2.72409 3.22953 -0.046
C 2.17191 0.74409 2.47827 -0.149
C -0.02592 2.32275 2.32841 -0.138
C 1.04991 0.40719 1.73322 -0.632
C -3.11850 -1.79368 -0.77725 -0.158
C -1.50733 -0.28875 -2.81190 -0.172
C -0.39434 -3.14367 -1.94104 -0.152
C 2.58663 1.52486 -0.94036 0.037
N -0.01032 1.15101 1.65514 0.000
N -0.46517 -0.80499 -0.11424 -0.373
Si -1.33435 -1.63018 -1.44542 0.461
P 1.06741 -0.94004 0.58426 0.916
H 3.12291 2.05307 3.83545 0.093
H 0.88797 3.74045 3.70934 0.103
H 2.97376 -0.00938 2.49222 0.102
H -0.90128 2.98672 2.18218 0.105
H -3.27860 -1.27810 0.17376 0.035
H -3.67768 -1.32104 -1.51603 -0.016
H -3.60485 -2.73860 -0.63925 0.017
H -1.90596 -0.86465 -3.60358 -0.004
H -2.37333 0.36062 -2.46136 0.047
H -0.63937 0.33343 -2.99695 0.020
H -0.82325 -3.91382 -1.45655 -0.013
H -0.48588 -3.22031 -2.95606 -0.003
H 0.65082 -2.96606 -1.59988 0.034
H 1.53084 1.88522 -0.85376 0.004
H 3.02249 0.82223 -1.58131 -0.050
H 3.29335 2.16160 -0.42099 -0.021
H -1.03211 -0.16660 0.42642 0.005

---

4.
29
Properties=species:S:1:pos:R:3:lowdin_charge:R:1 method="wB97M-V/def2-TZVPD" e_tot_ha=-516.71501 orbital_gap_ev=9.24 relative_energy_kcal_mol=18.1 total_charge=+2
C -4.04752 0.57950 0.13921 0.016
C -2.68522 0.25775 -0.25640 -0.269
N -1.78832 1.18336 -0.44024 0.261
C -2.15483 -1.08535 -0.24509 0.007
C -0.89621 -1.45774 -0.01085 0.051
C 0.45556 -0.77647 0.26314 -0.477
C 1.50230 -1.92166 0.48669 0.043
C 0.72378 0.12841 1.32206 0.081
N 1.52351 1.08091 0.92242 0.184
C 1.75670 1.12924 -0.52030 -0.260
C 3.28158 0.86227 -0.69412 -0.017
N 0.78482 0.05427 -0.90863 0.039
H -4.06550 0.80004 1.25123 0.147
H -4.94867 -0.05735 -0.04593 0.133
H -4.28391 1.58809 -0.30775 0.124
H -0.77398 0.93841 -0.72529 0.129
H -2.12404 2.07798 -0.26977 0.123
H -2.87973 -1.93892 -0.24406 0.160
H -0.66354 -2.56782 -0.10042 0.153
H 1.24207 -2.38426 1.51955 0.160
H 2.45491 -1.43744 0.46003 0.065
H 1.50097 -2.61871 -0.27241 0.081
H 0.29633 -0.06549 2.28805 0.184
H 1.97135 1.71711 1.58858 0.208
H 1.39141 2.10329 -1.00980 0.190
H 3.73729 -0.12618 -0.38255 0.100
H 3.87542 1.62939 -0.31233 0.057
H 3.70011 0.85614 -1.81410 0.151
H 1.11334 -0.54877 -1.68091 0.175

---

5.
34
Properties=species:S:1:pos:R:3:lowdin_charge:R:1 method="wB97M-V/def2-TZVPD" e_tot_ha=-893.57393 smiles="C[C@@H](O)[C@H](NC(=O)[C@@H](N)CCC(N)=O)C(=O)O" orbital_gap_ev=10.30 relative_energy_kcal_mol=70.0 total_charge=0
C 2.26870 2.37753 1.72744 -0.062
C 2.25577 1.03441 1.23257 -0.429
O 1.88596 0.15341 2.33374 -0.059
C 1.42822 0.97934 -0.05167 -0.152
N 0.96612 -0.37813 -0.42434 0.151
C 0.00002 -0.95998 0.26267 -0.459
O -0.49411 -0.23566 1.17825 -0.021
C -0.52942 -2.29270 0.01413 -0.253
N -1.41631 -2.43088 1.26343 0.064
C -1.40412 -2.11432 -1.21934 -0.175
C -2.58067 -1.21813 -1.17852 -0.111
C -2.09830 0.23875 -1.11449 -0.462
N -2.65028 1.05690 -0.14407 0.222
O -1.23933 0.62216 -1.90957 0.017
C 2.10497 1.58532 -1.32552 -0.411
O 3.09373 2.34526 -1.20097 0.073
O 1.51016 1.43868 -2.52894 0.103
H 2.56452 3.06456 0.95636 0.078
H 2.85872 2.38059 2.71350 0.126
H 1.20565 2.46790 2.07036 0.108
H 3.25881 0.84164 0.89514 0.142
H 0.94541 -0.20571 2.05342 0.092
H 0.61297 1.75356 -0.08313 0.171
H 1.16759 -0.50337 -1.42086 0.152
H 0.35515 -3.00477 -0.04092 0.181
H -0.99118 -3.30891 1.74483 0.119
H -1.14804 -1.62997 1.77024 0.008
H -1.76122 -3.13922 -1.34991 0.121
H -0.77680 -1.81065 -2.14441 0.151
H -3.35264 -1.43005 -1.99464 0.158
H -3.09527 -1.30663 -0.21840 0.105
H -3.25160 0.67291 0.44300 0.044
H -2.29629 1.94683 0.06677 0.106
H 0.60315 1.00933 -2.37617 0.100

---

6.
32
Properties=species:S:1:pos:R:3:lowdin_charge:R:1 method="wB97M-V/def2-TZVPD" multiplicity=3 e_tot_ha=-681.22685 orbital_gap_ev="5.31 / 9.01" relative_energy_kcal_mol=36.2 total_charge=+1
C 0.32937 0.28643 -2.23866 0.065
C -2.18728 0.13709 -0.28750 -0.368
C 1.77289 -0.28734 -0.28371 -0.276
C -0.45251 1.68728 -0.16872 -0.198
C -0.21623 0.52597 0.84186 -0.498
C -4.05958 -1.28332 0.38867 -0.092
C 4.26507 0.18909 -0.87259 -0.075
C -3.37726 -0.55475 -0.78230 -0.159
C 3.23542 -0.76507 -0.19533 -0.148
N 1.11245 -0.04868 -1.31568 0.026
N -1.24659 -0.42366 0.35347 0.181
N -1.76104 1.43480 -0.61922 0.151
N 1.17958 0.18028 0.94196 0.133
N 0.08525 2.85602 -0.24732 0.289
N -0.55540 1.08840 2.09021 0.133
H -0.38311 -0.40041 -2.54389 0.038
H -4.66798 -2.12056 0.03915 0.074
H -4.91016 -0.65253 0.92585 0.118
H -3.26591 -1.45942 1.15374 0.071
H 5.26802 -0.30148 -0.75396 0.105
H 4.09084 1.16462 -0.46728 0.066
H 4.10095 0.34662 -1.87074 0.036
H -4.11838 0.06802 -1.14740 0.087
H -2.90126 -1.32864 -1.51423 0.171
H 3.51732 -0.87699 0.87515 0.111
H 3.28932 -1.80120 -0.72670 0.151
H -2.39095 2.12370 -1.15413 0.211
H 1.28727 -0.48801 1.69015 0.139
H -0.39403 3.58148 -0.59165 0.094
H 0.97555 3.10861 0.08015 0.139
H -1.46981 0.83494 2.46924 0.116
H 0.18492 1.06034 2.79417 0.110

---

7.
29
Properties=species:S:1:pos:R:3:lowdin_charge:R:1 method="wB97M-V/def2-TZVPD" e_tot_ha=-1204.21408 smiles="CSCCCCCCCN=C=S" orbital_gap_ev=8.90 relative_energy_kcal_mol=0.0 total_charge=0
C 2.60823 -1.36773 -1.91808 -0.404
S 3.07730 -0.53835 -0.35791 0.788
C 2.16047 -1.52538 0.85436 -0.523
C 0.65388 -1.37109 0.80564 -0.289
C 0.06312 -0.18511 1.54867 -0.240
C 0.42094 1.21572 1.11212 -0.216
C -0.04577 1.55205 -0.30624 -0.223
C -1.40291 2.15184 -0.58622 -0.235
C -2.56025 1.30745 -0.24821 -0.259
N -2.64444 0.01384 -0.96721 0.032
C -3.41777 -0.91185 -0.56438 -0.809
S -4.37291 -1.98997 -0.04387 0.759
H 1.65099 -1.07206 -2.29521 0.010
H 2.62869 -2.45513 -1.86245 0.037
H 3.36062 -0.99609 -2.65605 0.039
H 2.45272 -2.60404 0.77333 0.084
H 2.56751 -1.23641 1.84845 0.082
H 0.24880 -2.30383 1.29437 0.124
H 0.27849 -1.41085 -0.25136 0.104
H -1.04661 -0.36511 1.50022 0.108
H 0.33206 -0.28587 2.59002 0.104
H 1.55207 1.34582 1.12250 0.102
H -0.02858 1.90836 1.83445 0.111
H 0.74664 2.17195 -0.87631 0.137
H -0.05940 0.61850 -0.87347 0.080
H -1.57825 3.12510 -0.16094 0.111
H -1.51426 2.23890 -1.68709 0.126
H -2.67928 1.09670 0.89757 0.144
H -3.45211 1.87265 -0.52670 0.113

---

8.
38
Properties=species:S:1:pos:R:3:lowdin_charge:R:1 method="wB97M-V/def2-TZVPD" e_tot_ha=-1417.13486 smiles="CNCN(F)c1nc(CCCCl)n(B(N)O)[n+]1CC=O" orbital_gap_ev=8.95 total_charge=+1
C -1.66758 3.60535 -2.30434 -0.133
N -2.24499 3.87414 -0.89864 -0.121
C -2.46613 2.52211 -0.18674 -0.151
N -1.10314 2.03768 0.21973 -0.030
F -0.14333 3.01614 0.40333 0.065
C -0.68718 0.75792 0.42962 -0.098
N 0.77304 0.58927 0.78217 0.170
C 0.83824 -0.91895 0.87744 -0.056
C 2.26594 -1.63275 1.24881 -0.100
C 3.26164 -1.89700 -0.03317 -0.254
C 2.92770 -0.89721 -1.29033 -0.556
Cl 4.28214 -1.14607 -2.57809 0.463
N -0.54537 -1.46666 0.60392 0.065
B -0.60008 -2.96937 0.64917 -0.493
N -0.47455 -3.70532 -0.70767 0.121
O -0.75632 -3.83487 1.83360 0.097
N -1.53331 -0.48768 0.34457 -0.004
C -2.98912 -0.75051 0.07429 -0.057
C -3.81876 -0.14907 1.39763 -0.110
O -5.12503 0.12685 1.40243 -0.027
H -0.48681 3.69087 -2.15143 0.102
H -2.05945 4.36159 -3.10689 0.106
H -1.86277 2.51426 -2.68013 0.081
H -3.24096 4.17891 -1.11823 0.121
H -3.03701 1.86118 -0.96388 0.130
H -3.12267 2.76843 0.77456 0.164
H 2.84093 -0.87906 1.96775 0.151
H 2.14766 -2.63769 1.83593 0.133
H 4.36000 -1.62896 0.34823 0.131
H 3.30520 -3.03850 -0.37112 0.131
H 1.88272 -1.25932 -1.73089 0.089
H 2.90683 0.25244 -0.99116 0.100
H 0.52822 -3.97772 -0.88212 0.091
H -0.67042 -2.99360 -1.47423 0.083
H -0.91283 -3.20756 2.60413 0.123
H -3.30396 -1.88434 0.02624 0.167
H -3.39299 -0.28207 -0.94722 0.155
H -3.18943 -0.02213 2.38933 0.151

---

What did the eighth record say?
38
Properties=species:S:1:pos:R:3:lowdin_charge:R:1 method="wB97M-V/def2-TZVPD" e_tot_ha=-1417.13486 smiles="CNCN(F)c1nc(CCCCl)n(B(N)O)[n+]1CC=O" orbital_gap_ev=8.95 total_charge=+1
C -1.66758 3.60535 -2.30434 -0.133
N -2.24499 3.87414 -0.89864 -0.121
C -2.46613 2.52211 -0.18674 -0.151
N -1.10314 2.03768 0.21973 -0.030
F -0.14333 3.01614 0.40333 0.065
C -0.68718 0.75792 0.42962 -0.098
N 0.77304 0.58927 0.78217 0.170
C 0.83824 -0.91895 0.87744 -0.056
C 2.26594 -1.63275 1.24881 -0.100
C 3.26164 -1.89700 -0.03317 -0.254
C 2.92770 -0.89721 -1.29033 -0.556
Cl 4.28214 -1.14607 -2.57809 0.463
N -0.54537 -1.46666 0.60392 0.065
B -0.60008 -2.96937 0.64917 -0.493
N -0.47455 -3.70532 -0.70767 0.121
O -0.75632 -3.83487 1.83360 0.097
N -1.53331 -0.48768 0.34457 -0.004
C -2.98912 -0.75051 0.07429 -0.057
C -3.81876 -0.14907 1.39763 -0.110
O -5.12503 0.12685 1.40243 -0.027
H -0.48681 3.69087 -2.15143 0.102
H -2.05945 4.36159 -3.10689 0.106
H -1.86277 2.51426 -2.68013 0.081
H -3.24096 4.17891 -1.11823 0.121
H -3.03701 1.86118 -0.96388 0.130
H -3.12267 2.76843 0.77456 0.164
H 2.84093 -0.87906 1.96775 0.151
H 2.14766 -2.63769 1.83593 0.133
H 4.36000 -1.62896 0.34823 0.131
H 3.30520 -3.03850 -0.37112 0.131
H 1.88272 -1.25932 -1.73089 0.089
H 2.90683 0.25244 -0.99116 0.100
H 0.52822 -3.97772 -0.88212 0.091
H -0.67042 -2.99360 -1.47423 0.083
H -0.91283 -3.20756 2.60413 0.123
H -3.30396 -1.88434 0.02624 0.167
H -3.39299 -0.28207 -0.94722 0.155
H -3.18943 -0.02213 2.38933 0.151

---

Copy entry 3 word for word.
30
Properties=species:S:1:pos:R:3:lowdin_charge:R:1 method="wB97M-V/def2-TZVPD" e_tot_ha=-1093.40740 orbital_gap_ev="6.87 / 8.05" total_charge=0
C 2.21228 1.86255 3.28773 -0.052
C 1.00797 2.72409 3.22953 -0.046
C 2.17191 0.74409 2.47827 -0.149
C -0.02592 2.32275 2.32841 -0.138
C 1.04991 0.40719 1.73322 -0.632
C -3.11850 -1.79368 -0.77725 -0.158
C -1.50733 -0.28875 -2.81190 -0.172
C -0.39434 -3.14367 -1.94104 -0.152
C 2.58663 1.52486 -0.94036 0.037
N -0.01032 1.15101 1.65514 0.000
N -0.46517 -0.80499 -0.11424 -0.373
Si -1.33435 -1.63018 -1.44542 0.461
P 1.06741 -0.94004 0.58426 0.916
H 3.12291 2.05307 3.83545 0.093
H 0.88797 3.74045 3.70934 0.103
H 2.97376 -0.00938 2.49222 0.102
H -0.90128 2.98672 2.18218 0.105
H -3.27860 -1.27810 0.17376 0.035
H -3.67768 -1.32104 -1.51603 -0.016
H -3.60485 -2.73860 -0.63925 0.017
H -1.90596 -0.86465 -3.60358 -0.004
H -2.37333 0.36062 -2.46136 0.047
H -0.63937 0.33343 -2.99695 0.020
H -0.82325 -3.91382 -1.45655 -0.013
H -0.48588 -3.22031 -2.95606 -0.003
H 0.65082 -2.96606 -1.59988 0.034
H 1.53084 1.88522 -0.85376 0.004
H 3.02249 0.82223 -1.58131 -0.050
H 3.29335 2.16160 -0.42099 -0.021
H -1.03211 -0.16660 0.42642 0.005